Record 1
Density functional theory data (ωB97M-V/def2-TZVPD) for C3H8N2O in the gas phase.

Values from the calculation:
E_HOMO ... -9.715 eV
Lowest unoccupied orbital energy ... 0.954 eV
Energy relative to the best compared isomer or geometry (same formula, charge and spin) ... 89.7 kJ/mol
Orbital gap ... 10.67 eV

The geometry in ORCA input format:
```
! RIJCOSX wB97M-V def2-TZVPD def2/J DEFGRID3
* xyz 0 1
O -0.727 -0.718 1.431
C -0.811 0.296 0.765
N 0.399 0.902 0.361
C 1.504 -0.043 0.261
N 1.314 -0.972 -0.874
C -2.015 0.600 -0.083
H 0.233 1.296 -0.558
H 1.642 -0.585 1.187
H 2.405 0.506 0.021
H 0.804 -1.809 -0.610
H 2.225 -1.356 -1.108
H -2.884 0.666 0.585
H -2.188 -0.282 -0.703
H -1.900 1.498 -0.675
*
```

=====

Record 2
Density functional theory data (ωB97M-V/def2-TZVPD) for 2 unconnected molecules or ions with the total composition C3H11N2O.

Values from the calculation:
E_HOMO ... -14.160 eV
Lowest unoccupied orbital energy ... -3.951 eV
Energy relative to the best compared isomer or geometry (same formula, charge and spin) ... 224.0 kJ/mol
Orbital gap ... 10.21 eV

The geometry in ORCA input format:
```
! RIJCOSX wB97M-V def2-TZVPD def2/J DEFGRID3
* xyz 1 1
C 0.455 0.748 -1.955
C -0.165 -1.281 0.692
C -0.842 0.073 0.663
N -0.347 1.151 1.183
N 1.210 -1.282 0.971
O -2.012 0.069 0.202
H 1.067 -0.189 -1.838
H 1.343 1.535 -2.170
H -0.022 0.588 -2.895
H -0.342 -1.642 -0.379
H -0.871 -1.800 1.332
H 0.648 1.137 1.164
H -0.791 2.041 1.035
H 1.906 -1.944 0.629
H -0.196 1.025 -1.086
H 1.557 -1.021 1.932
H -2.597 0.791 0.521
*
```

=====

Record 3
Density functional theory data (ωB97M-V/def2-TZVPD) for a molecular structure, C32H29N3O3S2SbSe4Ta.

Values from the calculation:
E_HOMO ... -7.025 eV
Lowest unoccupied orbital energy ... -1.505 eV
Orbital gap ... 5.52 eV

The geometry in ORCA input format:
```
! RIJCOSX wB97M-V def2-TZVPD def2/J DEFGRID3
* xyz 0 1
Ta 0.466 0.087 -0.741
O -0.912 2.100 -3.710
S -0.216 1.904 -2.473
O 1.158 1.109 -2.358
N -0.936 1.704 -0.940
C -1.888 0.495 -1.008
C -3.325 0.870 -1.140
C -4.009 0.710 -2.284
C -3.444 0.152 -3.480
C -2.187 -0.354 -3.454
C -1.489 -0.843 -4.611
C -0.235 -1.336 -4.486
C 0.240 -1.635 -3.178
N -0.442 -1.361 -2.083
C -1.347 -0.261 -2.277
C 0.449 3.525 -2.085
C -0.207 4.623 -2.623
C 0.207 5.900 -2.274
C 1.253 6.072 -1.379
C 1.891 4.967 -0.833
C 1.491 3.687 -1.181
H -3.805 1.311 -0.279
H -5.040 1.040 -2.312
H -4.016 0.153 -4.398
H -1.984 -0.793 -5.574
H 0.365 -1.617 -5.340
H 1.129 -2.237 -3.048
H -1.024 4.479 -3.315
H -0.295 6.759 -2.698
H 1.572 7.068 -1.105
H 2.701 5.094 -0.128
H 2.000 2.839 -0.739
N -1.454 -0.392 0.096
C -1.873 -0.435 1.333
C -1.355 -1.545 2.126
C -1.017 -2.741 1.478
C -0.400 -3.753 2.181
C -0.072 -3.566 3.520
C -0.396 -2.382 4.166
C -1.054 -1.376 3.480
C -2.788 0.524 1.966
C -3.814 0.063 2.792
C -4.601 0.966 3.485
C -4.335 2.327 3.395
C -3.301 2.787 2.592
C -2.531 1.892 1.869
H -1.262 -2.863 0.430
H -0.159 -4.687 1.689
H 0.460 -4.337 4.059
H -0.087 -2.218 5.188
H -1.261 -0.435 3.974
H -3.998 -1.000 2.874
H -5.408 0.609 4.110
H -4.925 3.029 3.968
H -3.081 3.845 2.539
H -1.714 2.251 1.254
O 1.851 -1.736 -0.989
S 2.592 -2.359 0.236
C 3.092 -4.001 -0.358
C 4.525 -3.893 -0.870
C 5.210 -2.900 0.067
C 4.283 -1.698 0.142
H 2.349 -4.317 -1.089
H 3.027 -4.645 0.520
H 4.528 -3.507 -1.892
H 5.014 -4.867 -0.880
H 6.196 -2.599 -0.286
H 5.327 -3.330 1.064
H 4.278 -1.129 -0.791
H 4.456 -1.028 0.982
Se 1.913 0.763 5.416
Sb 3.426 -0.220 3.898
Se 1.600 0.218 1.313
Se 5.086 1.065 2.801
Se 3.552 -2.589 3.687
*
```

=====

Record 4
Density functional theory data (ωB97M-V/def2-TZVPD) for C7H18Si in the gas phase.

Values from the calculation:
E_HOMO ... -9.554 eV
Lowest unoccupied orbital energy ... 0.838 eV
Energy relative to the best compared isomer or geometry (same formula, charge and spin) ... 1.0 kJ/mol
Orbital gap ... 10.39 eV

The geometry in ORCA input format:
```
! RIJCOSX wB97M-V def2-TZVPD def2/J DEFGRID3
* xyz 0 1
C -1.446 1.316 0.934
C -0.827 -0.981 1.720
C -1.849 -0.699 -0.502
C 1.689 -1.525 -0.448
C 0.614 0.593 -2.210
C 1.889 1.312 0.458
C -0.901 -0.081 0.518
Si 0.765 0.088 -0.399
H -1.463 2.026 0.101
H -2.436 1.130 1.364
H -0.817 1.746 1.730
H -0.329 -0.475 2.551
H -0.353 -1.922 1.471
H -1.825 -1.292 2.050
H -1.524 -1.697 -0.792
H -2.838 -0.756 -0.053
H -1.952 -0.078 -1.404
H 1.165 -2.313 -0.989
H 2.669 -1.336 -0.836
H 1.781 -1.817 0.606
H 0.525 -0.323 -2.798
H 1.469 1.161 -2.575
H -0.292 1.134 -2.315
H 2.383 1.877 -0.333
H 2.652 0.897 1.131
H 1.251 2.015 1.020
*
```

=====

Record 5
Density functional theory data (ωB97M-V/def2-TZVPD) for a molecular structure, C30H20Cl5N5O6Sr.

Values from the calculation:
E_HOMO ... -8.460 eV
Lowest unoccupied orbital energy ... -0.361 eV
Energy relative to the best compared isomer or geometry (same formula, charge and spin) ... 62.1 kJ/mol
Orbital gap ... 8.10 eV

The geometry in ORCA input format:
```
! RIJCOSX wB97M-V def2-TZVPD def2/J DEFGRID3
* xyz 0 1
Sr -0.524 -0.417 -0.093
O -1.107 -3.029 -4.531
C -0.956 -2.418 -3.322
O -1.601 -1.196 -3.264
C 0.538 -2.268 -3.034
C 1.474 -2.869 -3.858
C 2.814 -2.761 -3.514
C 3.171 -2.065 -2.375
C 2.169 -1.467 -1.623
N 0.877 -1.574 -1.949
C 2.559 -0.659 -0.374
O 3.638 -0.908 0.143
O 1.700 0.213 0.008
H -2.026 -2.897 -4.815
H 1.155 -3.406 -4.736
H 3.570 -3.224 -4.135
H 4.195 -1.964 -2.047
C -0.738 1.427 4.460
C 0.123 0.596 5.154
C 0.688 -0.485 4.500
C 0.387 -0.698 3.160
N -0.446 0.106 2.490
C -0.995 1.135 3.133
C 0.976 -1.864 2.433
C 2.218 -2.365 2.801
C 2.716 -3.478 2.147
C 1.954 -4.068 1.155
C 0.742 -3.486 0.826
N 0.259 -2.401 1.434
H -1.207 2.281 4.928
H 0.348 0.780 6.197
H 1.339 -1.166 5.028
H -1.671 1.753 2.552
H 2.807 -1.863 3.554
H 3.693 -3.867 2.401
H 2.297 -4.942 0.620
H 0.134 -3.889 0.025
Cl -3.984 0.274 0.952
C -4.014 -0.302 -0.728
C -2.801 -0.543 -1.321
C -2.842 -1.003 -2.614
Cl -1.609 -3.545 -2.001
C -4.025 -1.204 -3.313
Cl -4.024 -1.766 -4.957
C -5.238 -0.941 -2.675
Cl -6.724 -1.175 -3.515
C -5.242 -0.483 -1.355
Cl -6.734 -0.155 -0.557
O 2.444 2.027 2.011
C 2.730 3.181 1.259
N 2.034 4.338 1.768
C 0.840 4.887 1.408
O 0.476 5.957 1.866
C 0.001 4.213 0.362
C -0.772 4.994 -0.489
C -1.585 4.370 -1.419
C -1.611 2.983 -1.463
N -0.888 2.227 -0.641
C -0.111 2.838 0.254
H 2.386 1.271 1.392
H 2.474 3.036 0.207
H 3.797 3.408 1.318
H 2.476 4.852 2.515
H -0.730 6.072 -0.401
H -2.199 4.943 -2.100
H -2.235 2.452 -2.173
H 0.442 2.198 0.929
*
```

=====

Record 6
Density functional theory data (ωB97M-V/def2-TZVPD) for 12 unconnected molecules or ions with the total composition C48H54Cl12N6O12.

Values from the calculation:
E_HOMO ... -9.976 eV
Lowest unoccupied orbital energy ... -0.853 eV
Energy relative to the best compared isomer or geometry (same formula, charge and spin) ... 251.4 kJ/mol
Orbital gap ... 9.12 eV

The geometry in ORCA input format:
```
! RIJCOSX wB97M-V def2-TZVPD def2/J DEFGRID3
* xyz 0 1
Cl 9.523 13.805 17.232
C 9.995 12.291 18.013
C 11.041 11.517 17.096
Cl 11.646 10.122 18.025
H 9.158 11.689 18.366
H 10.544 12.639 18.888
H 11.899 12.141 16.845
H 10.608 11.216 16.142
Cl 25.712 10.609 10.881
C 26.041 11.746 12.211
C 24.759 12.497 12.703
Cl 24.188 13.548 11.424
H 26.925 12.316 11.926
H 26.378 11.201 13.093
H 24.994 13.066 13.602
H 23.975 11.770 12.914
Cl 25.982 22.321 18.920
C 24.424 22.185 18.071
C 23.958 20.706 18.078
Cl 24.975 19.697 17.142
H 24.517 22.595 17.065
H 23.805 22.867 18.655
H 22.983 20.563 17.612
H 23.921 20.353 19.109
Cl 17.752 21.059 20.090
C 17.655 21.830 21.739
C 17.050 20.981 22.845
Cl 17.780 19.384 22.955
H 17.174 22.806 21.676
H 18.699 21.995 22.006
H 15.995 20.804 22.635
H 17.199 21.395 23.843
Cl 25.645 16.570 25.968
C 24.736 17.088 24.455
C 24.499 16.026 23.406
Cl 25.937 15.898 22.367
H 25.231 17.976 24.059
H 23.797 17.432 24.887
H 23.664 16.296 22.759
H 24.267 15.092 23.918
Cl 18.217 4.519 8.776
C 19.266 4.843 10.262
C 20.582 5.463 9.900
Cl 20.343 6.863 8.743
H 19.425 3.901 10.786
H 18.720 5.541 10.898
H 21.354 4.747 9.616
H 21.129 5.872 10.749
C 19.762 14.786 16.767
C 18.679 15.117 15.973
C 17.917 14.129 15.317
C 18.418 12.808 15.278
C 19.536 12.476 16.088
C 20.209 13.441 16.843
N 17.761 11.852 14.417
O 18.272 10.704 14.378
O 16.667 12.083 13.948
H 20.244 15.563 17.342
H 18.217 16.081 15.815
H 17.089 14.487 14.722
H 20.011 11.507 16.083
H 21.147 13.262 17.348
C 30.986 7.550 20.278
C 30.120 8.434 20.995
C 28.875 8.700 20.478
C 28.499 8.273 19.228
C 29.370 7.480 18.507
C 30.537 7.091 19.046
N 27.177 8.721 18.704
O 26.388 9.287 19.461
O 26.916 8.498 17.540
H 31.888 7.138 20.706
H 30.334 8.872 21.959
H 28.188 9.203 21.142
H 29.028 7.183 17.527
H 31.197 6.443 18.488
C 16.940 1.216 14.583
C 16.049 2.256 14.940
C 16.428 3.268 15.812
C 17.785 3.410 16.079
C 18.719 2.435 15.702
C 18.265 1.336 14.953
N 18.247 4.606 16.826
O 17.495 5.478 17.126
O 19.461 4.724 16.940
H 16.690 0.428 13.888
H 15.001 2.131 14.709
H 15.830 4.047 16.261
H 19.777 2.556 15.880
H 18.999 0.633 14.589
C 17.380 14.011 8.670
C 17.880 12.972 7.887
C 17.057 12.225 7.018
C 15.682 12.592 6.898
C 15.206 13.636 7.733
C 16.040 14.405 8.556
N 14.830 12.074 5.818
O 15.362 11.473 4.909
O 13.640 12.274 5.856
H 18.059 14.529 9.331
H 18.922 12.730 8.034
H 17.439 11.370 6.481
H 14.181 13.976 7.696
H 15.598 15.193 9.150
C 10.753 7.259 9.380
C 9.461 6.846 9.139
C 8.623 6.637 10.259
C 9.174 6.621 11.572
C 10.604 6.840 11.681
C 11.422 7.204 10.616
N 8.286 6.404 12.765
O 8.802 6.512 13.843
O 7.112 6.015 12.561
H 11.269 7.524 8.470
H 9.041 6.909 8.146
H 7.597 6.346 10.086
H 11.130 6.692 12.612
H 12.458 7.484 10.739
C 10.238 16.054 10.598
C 10.159 14.646 10.502
C 9.526 14.012 9.424
C 8.847 14.816 8.472
C 8.941 16.233 8.601
C 9.621 16.863 9.646
N 8.214 14.196 7.308
O 8.223 12.986 7.218
O 7.622 14.935 6.480
H 10.857 16.466 11.382
H 10.672 14.003 11.202
H 9.534 12.940 9.292
H 8.467 16.888 7.885
H 9.701 17.940 9.616
*
```

=====

Record 7
Density functional theory data (ωB97M-V/def2-TZVPD) for C6H18ClN4P in the gas phase.

Values from the calculation:
E_HOMO ... -7.410 eV
Lowest unoccupied orbital energy ... 0.899 eV
Energy relative to the best compared isomer or geometry (same formula, charge and spin) ... 0.0 kJ/mol
Orbital gap ... 8.31 eV

The geometry in ORCA input format:
```
! RIJCOSX wB97M-V def2-TZVPD def2/J DEFGRID3
* xyz 0 1
C -2.325 0.961 -2.477
C -0.163 1.880 -3.098
C 1.037 -2.058 2.812
C 0.776 0.224 3.590
C -0.985 -1.355 -1.635
C 1.781 -0.123 0.699
N -0.894 1.149 -2.111
N 0.339 -0.786 2.570
N -0.396 0.002 -1.486
N 0.459 -0.349 1.239
P -0.913 0.399 0.578
Cl -0.435 2.302 0.569
H -2.480 1.859 -2.928
H -2.646 0.201 -3.153
H -3.021 0.823 -1.643
H 0.739 1.311 -3.260
H -0.704 2.073 -4.043
H 0.047 2.860 -2.637
H 1.146 -2.658 1.805
H 2.122 -1.862 3.191
H 0.330 -2.611 3.606
H 0.562 1.280 3.486
H 0.299 -0.221 4.426
H 1.921 0.135 3.556
H -0.794 -1.572 -2.638
H -0.193 -2.036 -1.101
H -1.989 -1.556 -1.424
H 2.487 -0.715 1.133
H 1.614 -0.412 -0.385
H 2.282 0.856 0.760
*
```

=====

no.,electronic energy (eV),maximum force (hartree/bohr)
1,-8268.3963,0.0644
2,-8309.4705,0.0683
3,-335409.7586,0.1045
4,-15429.4394,0.0271
5,-114622.6337,0.0258
6,-234412.5591,0.0760
7,-34280.7304,0.0985